(1)
{"formula": "C28H44BrCdN3P2S", "method": "ωB97M-V/def2-TZVPD", "total_energy_ev": -138224.492, "lumo_energy_ha": -0.22409, "homo_ev": -13.73, "total_charge": 2, "homo_lumo_gap_ev": 7.636, "species": ["C", "C", "C", "C", "N", "C", "C", "C", "C", "C", "C", "C", "C", "C", "Cd", "P", "H", "H", "H", "H", "H", "H", "H", "H", "C", "C", "H", "H", "H", "H", "H", "C", "C", "H", "H", "H", "H", "H", "C", "C", "H", "H", "H", "H", "H", "Br", "P", "C", "C", "H", "H", "H", "H", "H", "C", "C", "H", "H", "H", "H", "H", "C", "C", "H", "H", "H", "H", "H", "S", "C", "N", "C", "C", "N", "H", "H", "H", "H", "H", "H"], "coordinates": [[0.437595, -4.292230, 3.077305], [1.384934, -3.985532, 2.067984], [1.683406, -5.017824, 1.152775], [0.687319, -5.975635, 0.936738], [-0.406323, -6.061272, 1.703488], [-0.511676, -5.268354, 2.777168], [1.792570, -2.633916, 1.905018], [1.848626, -1.408035, 1.977625], [2.258388, -0.055740, 1.848900], [1.406911, 1.065541, 1.472331], [2.098895, 2.267501, 1.086001], [3.481427, 2.333752, 1.257810], [4.223041, 1.354043, 1.931396], [3.589907, 0.144436, 2.208557], [0.233788, 1.536223, -0.465220], [-1.438479, -0.680513, -0.310987], [2.612168, -5.100552, 0.598629], [0.377499, -3.766510, 4.027372], [0.778332, -6.679280, 0.102937], [-1.384837, -5.389634, 3.424414], [4.122870, -0.672508, 2.697024], [0.425998, 1.072299, 1.960974], [5.261532, 1.477110, 2.216400], [1.595740, 3.145973, 0.643793], [-2.789948, -0.184290, -1.481560], [-3.548324, -1.272079, -2.227523], [-2.318431, 0.492605, -2.208743], [-3.494902, 0.441399, -0.916768], [-4.253463, -0.841165, -2.947233], [-2.884156, -1.919340, -2.802331], [-4.149026, -1.897608, -1.563880], [-0.680336, -2.236632, -1.043143], [-1.495372, -3.531011, -0.953429], [0.271625, -2.371631, -0.499787], [-0.420077, -2.045523, -2.098019], [-1.006727, -4.347235, -1.511635], [-1.584518, -3.877074, 0.086467], [-2.502779, -3.426051, -1.380920], [-2.298781, -1.311388, 1.209461], [-3.647490, -1.989834, 0.986429], [-2.437057, -0.426522, 1.848951], [-1.620551, -1.983111, 1.760387], [-4.129289, -2.278254, 1.928774], [-4.349149, -1.333232, 0.466045], [-3.559086, -2.913773, 0.408104], [4.443908, 3.899372, 0.631129], [1.495173, 0.640250, -2.610382], [0.679472, -0.439995, -3.831219], [0.841347, -0.045674, -5.287914], [-0.388193, -0.454121, -3.563344], [1.050320, -1.461475, -3.676563], [0.218825, -0.689779, -5.917401], [0.533621, 0.984173, -5.476432], [1.870512, -0.161678, -5.638066], [1.712128, 2.309091, -3.362871], [3.000640, 2.570312, -4.131638], [1.616408, 3.027872, -2.529675], [0.840617, 2.477318, -4.012704], [3.027278, 3.624138, -4.433223], [3.897236, 2.378215, -3.532179], [3.066821, 1.975210, -5.050284], [3.157574, -0.063796, -2.254947], [3.855309, -0.737633, -3.434799], [3.001455, -0.789275, -1.436852], [3.781957, 0.744884, -1.839806], [4.789809, -1.198753, -3.092355], [3.250713, -1.532268, -3.886527], [4.121287, -0.024113, -4.222968], [-1.446413, 3.618965, -0.107845], [-1.772586, 3.698926, 1.572389], [-2.834760, 3.212205, 2.255607], [-2.733437, 3.352203, 3.698661], [-1.444853, 4.169030, 3.866993], [-0.955242, 4.260907, 2.495837], [-3.651783, 2.833961, 1.803913], [-2.633864, 2.366199, 4.174002], [-3.607573, 3.864630, 4.118993], [-0.717471, 3.649720, 4.508931], [-1.631584, 5.177401, 4.271292], [-0.149368, 4.807617, 2.227534]], "atomic_forces_ev_per_a": [[-0.5255, 0.2371, -0.7086], [-0.1486, -1.2830, 0.2907], [-0.7426, 0.2264, -0.2611], [0.1344, -0.0814, 0.9542], [-0.3591, 0.2182, -0.3949], [0.8533, -0.4430, -0.0515], [0.4149, 2.1252, 1.1854], [-0.5393, -2.1143, -0.5329], [-0.5653, 0.7818, 0.3289], [2.3960, -0.1467, 1.4272], [0.0205, -0.5043, 0.6775], [1.0141, 0.7254, -0.3207], [-0.7996, -0.1566, -0.2089], [0.3002, 0.5229, -0.4404], [-1.3758, -1.2290, -1.1373], [-0.2337, -0.7875, -0.3215], [-0.2405, 0.6392, -0.3141], [-0.1320, 0.4576, -0.4897], [-0.0130, 0.0928, 0.4465], [0.3454, -0.2164, -0.1713], [-0.0804, 0.2456, -0.2884], [-0.1231, -0.0383, -0.7899], [-0.1057, 0.2713, -0.1920], [0.1879, -0.1893, 0.7727], [0.0643, 0.1868, 0.0509], [-0.3964, -0.2332, -0.3334], [-0.0651, -0.0572, 0.1233], [0.2043, -0.0190, -0.0124], [0.1813, 0.1272, 0.1347], [0.0015, 0.0574, 0.0428], [0.2054, 0.0642, -0.1253], [0.2552, 0.2950, -0.0131], [-0.2324, -0.3923, 0.0504], [-0.2262, 0.0747, -0.2011], [-0.1242, 0.1120, 0.4571], [-0.0023, 0.3918, 0.2029], [-0.0078, 0.0947, -0.2993], [0.4543, -0.0843, 0.2418], [0.0999, 0.3283, 0.2558], [-0.4298, -0.3124, -0.0162], [0.0214, -0.1771, -0.0384], [0.0159, 0.2371, -0.2777], [0.2718, 0.2078, -0.0337], [0.0783, -0.0464, 0.1082], [-0.0022, 0.2781, 0.1115], [-0.6585, -0.7803, 0.2822], [0.1422, 0.9144, 0.5137], [-0.4645, -0.2959, 0.1281], [0.1176, 0.0016, -0.5211], [0.2461, 0.0021, -0.1259], [-0.0747, 0.1896, 0.0881], [0.0726, 0.0945, 0.1333], [-0.0007, -0.0996, -0.0120], [-0.0874, 0.0451, 0.1062], [0.0258, 0.0934, -0.0433], [0.1912, 0.2205, -0.3481], [0.1132, -0.1699, -0.3398], [0.1263, 0.0119, 0.2371], [0.0518, -0.2057, 0.0571], [-0.1927, 0.0306, -0.0659], [-0.0509, 0.0723, 0.2331], [-0.1370, -0.0747, 0.3273], [0.3011, -0.0730, -0.2267], [0.0796, 0.2068, -0.2391], [-0.2535, -0.1826, -0.0736], [-0.2120, 0.0869, -0.0567], [0.0957, 0.1586, 0.1351], [-0.1126, -0.1307, 0.1860], [0.1868, -0.3600, -0.2178], [0.1211, -0.1138, 2.2761], [0.3263, 0.0415, -1.3005], [-0.1705, -0.0325, 0.5184], [0.1750, 0.4275, 0.3890], [0.0671, -0.3336, -1.1097], [0.1558, -0.0350, -0.1422], [-0.1557, 0.2500, -0.1579], [0.2023, -0.1857, -0.1688], [-0.2258, 0.2797, -0.2249], [0.0945, -0.4173, -0.1065], [-0.1456, -0.1235, -0.0188]]}

---

(2)
{"formula": "C4H6N2", "method": "ωB97M-V/def2-TZVPD", "total_energy_ev": -7225.201, "lumo_energy_ha": 0.03942, "relative_energy_kj_mol": 37.7, "smiles": "Nc1ccc[nH]1", "homo_ev": -7.76, "homo_lumo_gap_ev": 8.831, "species": ["N", "C", "C", "C", "C", "N", "H", "H", "H", "H", "H", "H"], "coordinates": [[-0.920428, 0.126177, 1.836217], [-0.271394, -0.068997, 0.589149], [-0.075941, -1.111128, -0.295463], [0.607819, -0.583740, -1.427069], [0.845248, 0.740464, -1.190441], [0.305200, 1.042210, 0.033858], [-1.833016, 0.552777, 1.696680], [-1.055708, -0.733486, 2.352769], [-0.217573, -2.167624, -0.147718], [0.863678, -1.127936, -2.328052], [1.362428, 1.485581, -1.775790], [0.460748, 1.880341, 0.570649]], "atomic_forces_ev_per_a": [[-0.0338, -0.2220, -0.1311], [0.1365, 0.0234, -0.1740], [0.1637, 0.0250, 0.2077], [0.1777, 0.0539, -0.0873], [0.0605, 0.0998, -0.1267], [-0.0223, 0.0758, 0.1494], [0.1498, -0.1002, 0.0609], [0.1013, 0.0231, -0.1293], [-0.5681, 0.0234, 0.1423], [0.0764, 0.0925, 0.2281], [-0.1271, -0.0612, 0.0427], [-0.1145, -0.0336, -0.1827]]}